# 1
Molecular formula: C47H55N7O4S2SiTc
Method: DFT, wB97M-V/def2-TZVPD

Last column: Löwdin spin population.
CARTESIAN COORDINATES (ANGSTROEM)
1 Tc 0.2921 0.7127 -0.0682  1.914
2 C 2.3734 -3.7865 -2.0792  0.027
3 C 2.4135 -2.6179 -1.3360  -0.002
4 N 1.3205 -2.0958 -0.7984  0.028
5 C 0.1665 -2.7164 -1.0236  0.002
6 C 0.1466 -3.9137 -1.7482  0.018
7 N 1.2366 -4.4499 -2.2715  -0.003
8 C -1.0486 -2.1445 -0.4260  0.106
9 C -2.2860 -2.8721 -0.4197  0.000
10 C -3.4187 -2.3541 0.0983  0.064
11 C -3.3969 -0.9224 0.5515  0.046
12 C -2.0246 -0.6172 1.0368  -0.040
13 N -0.9535 -1.0349 0.2973  -0.012
14 C -1.7416 0.3979 1.9692  -0.011
15 C -2.6184 0.8375 3.0055  0.000
16 N -2.2820 1.7265 3.8939  -0.002
17 C -1.0382 2.2606 3.8031  -0.027
18 C -0.1902 1.9238 2.7887  -0.004
19 N -0.5405 1.0162 1.8547  -0.050
20 C -4.6725 -3.1286 0.1366  0.005
21 C -5.6173 -2.9596 1.1476  0.011
22 C -6.7763 -3.7189 1.1303  -0.001
23 N -7.0682 -4.6105 0.1882  0.011
24 C -6.1733 -4.7602 -0.7854  -0.001
25 C -4.9825 -4.0579 -0.8570  0.010
26 H 3.2760 -4.2020 -2.5112  0.002
27 H 3.3478 -2.0976 -1.1691  0.000
28 H -0.7740 -4.4596 -1.9003  0.001
29 H -2.2905 -3.8884 -0.7867  -0.001
30 H -4.1219 -0.7569 1.3470  0.002
31 H -3.6141 0.4142 3.0755  0.000
32 H -0.7512 2.9849 4.5518  -0.002
33 H 0.7755 2.3919 2.6691  0.000
34 H -5.4605 -2.2602 1.9570  0.001
35 H -7.5081 -3.6012 1.9221  0.000
36 H -6.4225 -5.4786 -1.5587  0.000
37 H -4.3218 -4.2145 -1.6997  0.000
38 S 0.2203 3.1586 -0.3098  0.063
39 C -1.4853 2.8275 -0.3495  0.083
40 N -1.8449 1.5925 -0.5949  0.011
41 C -3.1874 1.4014 -0.4861  0.137
42 C -3.8110 0.0594 -0.6467  0.061
43 C -5.2975 0.1795 -0.7237  0.223
44 C -5.9677 1.3315 -0.4441  0.014
45 C -5.3113 2.5452 -0.1373  0.319
46 C -3.9045 2.5424 -0.1885  0.006
47 S -2.8086 3.8854 -0.0061  -0.002
48 H -3.4060 -0.4026 -1.5585  0.021
49 H -5.8567 -0.7167 -0.9634  0.011
50 H -7.0503 1.3263 -0.4706  -0.006
51 H -5.8701 3.4417 0.0860  0.019
52 C 3.5882 1.7945 2.0998  -0.012
53 C 3.3431 1.2002 0.7001  -0.014
54 C 3.4811 2.3189 -0.3235  0.002
55 C 1.9849 0.5398 0.6791  -0.183
56 C 4.3393 0.0570 0.4428  -0.008
57 C 5.0509 -0.0422 -0.7474  -0.003
58 C 5.9168 -1.1055 -0.9768  0.000
59 C 6.0924 -2.0863 -0.0152  -0.002
60 C 5.3962 -1.9947 1.1830  0.001
61 C 4.5302 -0.9373 1.4050  -0.001
62 H 2.9778 2.6877 2.2407  0.000
63 H 4.6364 2.0829 2.1966  -0.002
64 H 3.3529 1.0932 2.8996  0.000
65 H 2.8305 3.1504 -0.0576  0.001
66 H 3.2166 1.9912 -1.3256  0.001
67 H 4.5066 2.6943 -0.3394  0.000
68 H 1.9345 -0.3005 1.3869  0.016
69 H 4.9325 0.7084 -1.5151  0.000
70 H 6.4568 -1.1599 -1.9137  0.000
71 H 6.7659 -2.9143 -0.1943  0.000
72 H 5.5234 -2.7518 1.9460  0.000
73 H 3.9937 -0.8929 2.3442  0.001
74 C 0.1652 -2.6740 -5.3547  0.000
75 C -1.0867 -2.0127 -4.7899  0.001
76 C -2.0853 -3.0650 -4.3217  0.000
77 C -1.7413 -1.1381 -5.8474  0.000
78 O -0.7083 -1.2576 -3.6311  0.004
79 Si -0.2716 0.3207 -3.4674  0.017
80 O 0.3521 0.4113 -1.9938  0.120
81 O 0.7870 0.7438 -4.6468  0.002
82 C 2.2087 0.9159 -4.6411  0.000
83 C 2.5180 2.3186 -4.1379  0.000
84 C 2.8772 -0.1374 -3.7638  0.000
85 C 2.6530 0.7617 -6.0881  0.000
86 O -1.6158 1.2270 -3.6748  0.002
87 C -1.9421 2.4570 -4.3342  0.000
88 C -3.3918 2.7551 -3.9678  0.001
89 C -1.0271 3.5728 -3.8480  0.002
90 C -1.7985 2.3105 -5.8441  0.000
91 H -0.0928 -3.3380 -6.1825  0.000
92 H 0.6631 -3.2600 -4.5814  0.000
93 H 0.8554 -1.9146 -5.7245  0.000
94 H -2.4733 -3.6304 -5.1712  0.000
95 H -2.9217 -2.5802 -3.8152  0.000
96 H -1.6112 -3.7672 -3.6390  0.000
97 H -2.0587 -1.7580 -6.6884  0.000
98 H -1.0419 -0.3915 -6.2219  0.000
99 H -2.6136 -0.6302 -5.4378  0.000
100 H 2.0811 2.4695 -3.1514  0.001
101 H 2.0936 3.0623 -4.8143  0.000
102 H 3.5965 2.4839 -4.0819  0.000
103 H 2.5810 -0.0181 -2.7215  0.000
104 H 3.9643 -0.0492 -3.8319  0.000
105 H 2.5961 -1.1402 -4.0896  0.000
106 H 2.0947 1.4510 -6.7229  0.000
107 H 2.4706 -0.2550 -6.4382  0.000
108 H 3.7180 0.9778 -6.1904  0.000
109 H -3.5023 2.7906 -2.8846  0.000
110 H -4.0497 1.9767 -4.3574  0.000
111 H -3.7072 3.7160 -4.3796  0.000
112 H -1.1575 3.7395 -2.7823  0.001
113 H -1.2580 4.5030 -4.3709  0.000
114 H 0.0171 3.3241 -4.0326  0.000
115 H -2.5142 1.5911 -6.2392  0.000
116 H -0.7893 1.9886 -6.1030  0.000
117 H -1.9865 3.2732 -6.3233  0.000

Summary:
gap between HOMO and LUMO (spin up / spin down) = 5.6 / 5.4 eV
2S+1 = 4
net charge = 0
⟨S²⟩ = 4.01

---

# 2
Molecular formula: C24H43BrP2Yb
Method: DFT, wB97M-V/def2-TZVPD

Last column: Löwdin spin population.
CARTESIAN COORDINATES (ANGSTROEM)
1 Yb -0.8231 -0.3544 3.3965  0.939
2 C 0.8107 0.0699 5.3117  0.003
3 C 1.8199 0.5837 4.4492  0.017
4 C 0.0372 2.0133 4.3464  0.004
5 C -0.2833 0.9970 5.2926  0.010
6 C 1.3578 1.7907 3.8803  0.012
7 C 0.8328 -1.2526 5.9739  0.000
8 H 1.5407 -1.9406 5.4856  0.000
9 H -0.1581 -1.7387 5.9688  0.000
10 H 1.1529 -1.1763 7.0248  0.000
11 C -1.6281 0.8440 5.8891  0.002
12 H -1.8129 -0.1813 6.2305  0.000
13 H -2.4335 1.0666 5.1672  0.000
14 H -1.7881 1.5292 6.7394  0.001
15 C -0.8608 3.1418 3.9982  0.000
16 H -0.8969 3.8888 4.8044  0.000
17 H -1.8923 2.8151 3.8158  0.000
18 H -0.5111 3.6457 3.0914  0.000
19 C 2.1212 2.7014 2.9959  0.001
20 H 2.7049 3.4531 3.5495  0.001
21 H 1.4498 3.2594 2.3310  0.000
22 H 2.8381 2.1538 2.3730  0.000
23 C 3.1362 -0.0463 4.1821  0.003
24 H 3.9383 0.3505 4.8157  0.001
25 H 3.4496 0.1232 3.1449  0.000
26 H 3.1158 -1.1266 4.3589  0.000
27 C -0.8950 -2.3003 1.5874  -0.002
28 C 0.1762 -2.5858 2.3537  0.003
29 C 1.6165 -2.6733 1.9281  0.001
30 C 2.0165 -1.7666 0.7321  0.000
31 C 1.6156 -0.3283 0.8475  0.001
32 C 0.4548 0.2115 0.4387  0.001
33 C -0.6460 -0.5016 -0.2892  0.000
34 C -0.9324 -1.9772 0.1148  0.000
35 H 1.8419 -3.7284 1.6792  0.000
36 H 1.6932 -2.2446 -0.2044  0.000
37 H 2.2549 -2.4392 2.7974  0.000
38 H -0.3254 -2.6775 -0.4844  0.000
39 H -1.9093 -2.4298 2.0239  0.000
40 H 0.0158 -2.9403 3.3821  0.000
41 H -1.9688 -2.1810 -0.1760  0.000
42 H -1.5779 0.0795 -0.1700  0.000
43 H 0.3047 1.2904 0.5331  0.000
44 H -0.4606 -0.5215 -1.3802  0.000
45 H 3.1152 -1.7867 0.6946  0.000
46 H 2.3902 0.3410 1.2276  0.000
47 P -1.1790 -0.6820 -4.4911  0.000
48 P -0.8406 1.9933 -5.9711  0.000
49 C -1.1933 -0.7758 -6.3608  0.000
50 C -1.5478 0.5800 -6.9760  0.000
51 H -1.9282 -1.5403 -6.6497  0.000
52 H -0.1982 -1.1083 -6.6918  0.000
53 H -1.1617 0.6706 -8.0009  0.000
54 H -2.6387 0.7204 -6.9997  0.000
55 C -1.6355 3.3612 -6.8986  0.000
56 H -1.1847 4.3067 -6.5828  0.000
57 H -2.7029 3.3867 -6.6613  0.000
58 H -1.4977 3.2257 -7.9759  0.000
59 C 0.8122 2.0823 -6.7989  0.000
60 H 0.6893 2.0898 -7.8900  0.000
61 H 1.4390 1.2348 -6.4971  0.000
62 H 1.3021 3.0104 -6.4776  0.000
63 C -2.6289 -1.7701 -4.1560  0.000
64 H -2.6774 -1.9791 -3.0800  0.000
65 H -2.5354 -2.7085 -4.7177  0.000
66 H -3.5492 -1.2523 -4.4532  0.000
67 C 0.1694 -1.8868 -4.1625  0.000
68 H 1.1297 -1.4405 -4.4444  0.000
69 H 0.0065 -2.8048 -4.7389  0.000
70 H 0.1941 -2.1164 -3.0902  0.000
71 Br -2.6411 -2.0478 4.5135  0.000

Summary:
gap between HOMO and LUMO (spin up / spin down) = 5.4 / 4.6 eV
relative energy (zero: lowest compared OMol25 entry of this formula, charge and spin) = 0.00 kcal/mol
2S+1 = 2
net charge = +1
⟨S²⟩ = 0.75

---

# 3
Molecular formula: C2H8N4
Method: DFT, wB97M-V/def2-TZVPD

Last column: natural (NBO) charge in e.
CARTESIAN COORDINATES (ANGSTROEM)
1 N -1.4231 -0.0853 -0.6741  -0.458
2 C 0.8983 0.0507 -0.2036  0.313
3 N -2.5567 -0.2296 0.1733  -0.674
4 N 2.0581 0.8423 -0.2756  -0.817
5 N 1.1640 -1.2978 0.1036  -0.859
6 C -0.3346 0.6202 -0.1450  -0.235
7 H -0.9503 -1.0159 -0.9347  0.341
8 H -2.3248 -0.1810 1.1678  0.326
9 H -3.2083 0.5197 -0.0428  0.348
10 H 2.1328 -1.5734 0.1525  0.396
11 H 0.4089 -1.7950 0.5523  0.398
12 H 2.7585 0.6328 0.4242  0.360
13 H 1.8705 1.8332 -0.3121  0.382
14 H -0.4933 1.6793 0.0141  0.178

Summary:
gap between HOMO and LUMO = 7.7 eV
relative energy (zero: lowest compared OMol25 entry of this formula, charge and spin) = 48.45 kcal/mol
net charge = 0
SMILES string = NNC=C(N)N

---

Electronic energy in eV, matching the order above: -100004.2553, -145729.4397, -8162.1505